P | DFT (the ωB97M-V functional and the def2-TZVPD basis) results for the molecule C3H6N2S.

## Properties
* SMILES string: [H]/N=C\N(C)C=S
* HOMO-LUMO gap: 8.74 eV
* charge: 0
* LUMO level: 0.0005 Eh

Positions of all 12 atoms, in Å:
H -2.11966 -1.19191 -0.24762
N -1.34481 -1.82619 -0.07329
C -0.21622 -1.29910 0.08710
N 0.25367 0.00137 0.03341
C -0.67722 1.14805 0.02400
C 1.58133 0.31402 -0.04040
S 2.84053 -0.73648 -0.01623
H 0.59874 -2.00978 0.31377
H -0.18723 2.00149 -0.43518
H -1.52954 0.88234 -0.58549
H -0.96948 1.32212 1.04614
H 1.76991 1.39408 -0.10619

Partial atomic charges computed with the Mulliken method, in multiples of e: atom 1 (H): 0.208, atom 2 (N): -0.589, atom 3 (C): 0.186, atom 4 (N): 0.005, atom 5 (C): -1.003, atom 6 (C): 0.031, atom 7 (S): -0.338, atom 8 (H): 0.275, atom 9 (H): 0.342, atom 10 (H): 0.362, atom 11 (H): 0.310, atom 12 (H): 0.213


Q | DFT (the ωB97M-V functional and the def2-TZVPD basis) results for the molecule C3H6N2S.

## Properties
* SMILES string: [H]/N=C(/N)[C@@H]1CS1
* HOMO-LUMO gap: 10.13 eV
* charge: 0
* LUMO level: 0.0310 Eh

Positions of all 12 atoms, in Å:
H -2.08102 -1.65753 -0.50886
N -2.28336 -0.67406 -0.29096
C -1.19341 -0.05331 -0.05270
N -1.21569 1.27071 0.32230
C 0.16473 -0.71689 -0.06662
C 1.09238 -0.47653 1.04456
S 1.62859 0.26061 -0.51465
H -2.08785 1.72467 0.22928
H -0.42734 1.84655 0.00172
H 0.17247 -1.69951 -0.48981
H 1.70168 -1.32778 1.45072
H 0.77571 0.24775 1.78044

Partial atomic charges computed with the Mulliken method, in multiples of e: atom 1 (H): 0.223, atom 2 (N): -0.815, atom 3 (C): 0.590, atom 4 (N): -0.455, atom 5 (C): -0.288, atom 6 (C): -0.589, atom 7 (S): -0.162, atom 8 (H): 0.282, atom 9 (H): 0.209, atom 10 (H): 0.401, atom 11 (H): 0.283, atom 12 (H): 0.322


Most stable to least stable: Q, P


P | DFT (the ωB97M-V functional and the def2-TZVPD basis) results for the molecule C2H4N2O2.

## Properties
* SMILES string: NC(=O)/N=C/O
* HOMO-LUMO gap: 10.55 eV
* charge: 0
* LUMO level: 0.0266 Eh

Positions of all 10 atoms, in Å:
N 1.87070 0.26958 -0.23859
C 0.87969 -0.53574 0.27114
O 1.07922 -1.67840 0.63962
N -0.36441 0.03971 0.10814
C -1.57825 0.11915 0.40112
O -2.48735 0.24054 -0.58251
H 2.82062 -0.00615 -0.05274
H 1.68994 1.24811 -0.39282
H -2.09128 0.16575 1.37641
H -1.98005 0.16682 -1.41516

Partial atomic charges computed with the Mulliken method, in multiples of e: atom 1 (N): -0.373, atom 2 (C): 0.446, atom 3 (O): -0.587, atom 4 (N): -0.347, atom 5 (C): 0.206, atom 6 (O): -0.475, atom 7 (H): 0.232, atom 8 (H): 0.226, atom 9 (H): 0.326, atom 10 (H): 0.346


Q | DFT (the ωB97M-V functional and the def2-TZVPD basis) results for the molecule C2H4N2O2.

## Properties
* SMILES string: NC(=O)N1CO1
* HOMO-LUMO gap: 9.71 eV
* charge: 0
* LUMO level: 0.0269 Eh

Positions of all 10 atoms, in Å:
N 1.50287 -0.89892 0.15768
C 0.99344 0.18903 -0.28151
O 1.42668 1.32503 -0.24246
N -0.69173 -0.21782 -0.79597
C -1.55510 0.60023 -0.08338
O -1.30885 -0.73602 0.31908
H 1.11047 -1.82162 0.38086
H 2.29434 -0.87893 0.77288
H -1.22690 1.59718 0.36719
H -2.54521 0.84185 -0.59438

Partial atomic charges computed with the Mulliken method, in multiples of e: atom 1 (N): -0.370, atom 2 (C): 0.615, atom 3 (O): -0.526, atom 4 (N): -0.302, atom 5 (C): -0.045, atom 6 (O): -0.326, atom 7 (H): 0.271, atom 8 (H): 0.243, atom 9 (H): 0.235, atom 10 (H): 0.205


R | DFT (the ωB97M-V functional and the def2-TZVPD basis) results for the molecule C2H4N2O2.

## Properties
* SMILES string: NC(=O)NC=O
* HOMO-LUMO gap: 11.13 eV
* charge: 0
* LUMO level: 0.0261 Eh

Positions of all 10 atoms, in Å:
N 1.86467 -0.01653 0.01694
C 0.62174 -0.31429 0.47350
O 0.40742 -0.96546 1.47849
N -0.43934 0.18709 -0.34000
C -1.75425 0.01053 -0.08659
O -2.45316 0.52858 -0.95428
H 2.65323 -0.26234 0.59751
H 1.99397 0.63547 -0.73601
H -0.77213 0.72324 -1.23682
H -2.12216 -0.52629 0.78726

Partial atomic charges computed with the Mulliken method, in multiples of e: atom 1 (N): -0.355, atom 2 (C): 0.543, atom 3 (O): -0.580, atom 4 (N): -0.192, atom 5 (C): 0.028, atom 6 (O): -0.613, atom 7 (H): 0.243, atom 8 (H): 0.210, atom 9 (H): 0.339, atom 10 (H): 0.377


Most stable to least stable: R, P, Q


P | DFT (the ωB97M-V functional and the def2-TZVPD basis) results for the molecule C18H20ClNO6S.

## Properties
* SMILES string: COc1cc(CC(=O)Nc2cc(S(C)(=O)=O)ccc2Cl)cc(OC)c1OC
* HOMO-LUMO gap: 8.66 eV
* charge: 0
* LUMO level: 0.0133 Eh

Positions of all 47 atoms, in Å:
C -2.86348 0.10617 -2.33049
O -1.91855 -0.81532 -1.82337
C -1.57608 -0.74617 -0.51281
C -2.15010 0.11006 0.41319
C -1.71554 0.10238 1.73198
C -2.14091 1.23648 2.63717
C -1.36598 2.35097 1.95006
O -1.85729 3.16523 1.21809
N 0.01258 2.20713 2.11719
C 0.87878 1.98122 1.06125
C 0.49786 2.12927 -0.27203
C 1.35203 1.74731 -1.28052
S 0.76822 1.83293 -2.98003
C 0.75882 0.10621 -3.52733
O 1.73769 2.54794 -3.76611
O -0.58332 2.32616 -2.97044
C 2.61792 1.25825 -1.02146
C 3.02576 1.12630 0.29478
C 2.15675 1.46790 1.31523
Cl 2.65296 1.21951 2.95771
C -0.71600 -0.77292 2.12486
C -0.11027 -1.62682 1.20758
O 0.92373 -2.46171 1.53143
C 1.37108 -2.50267 2.86550
C -0.53066 -1.60859 -0.12827
O 0.03874 -2.31420 -1.15530
C 0.52540 -3.61813 -0.91533
H -2.47425 1.12752 -2.30005
H -3.01709 -0.18529 -3.36793
H -3.81448 0.04242 -1.79467
H -2.90909 0.81386 0.11545
H -1.83556 1.07514 3.66896
H -3.20903 1.43709 2.58417
H 0.31173 1.74595 2.96997
H -0.47093 2.52634 -0.52823
H 0.34089 0.09269 -4.52657
H 1.78055 -0.24787 -3.54231
H 0.14787 -0.48058 -2.85225
H 3.27468 0.99841 -1.83471
H 4.00544 0.74248 0.53349
H -0.38495 -0.76694 3.15089
H 2.16494 -3.24790 2.88071
H 1.77786 -1.53803 3.18407
H 0.57506 -2.81215 3.54979
H 0.62127 -4.07500 -1.90013
H 1.49910 -3.60202 -0.42144
H -0.17415 -4.20101 -0.31175

Partial atomic charges computed with the Mulliken method, in multiples of e: atom 1 (C): -0.977, atom 2 (O): -0.469, atom 3 (C): 0.676, atom 4 (C): -0.273, atom 5 (C): -0.734, atom 6 (C): -1.160, atom 7 (C): 0.305, atom 8 (O): -0.529, atom 9 (N): -0.092, atom 10 (C): -0.796, atom 11 (C): -0.202, atom 12 (C): -0.004, atom 13 (S): 1.374, atom 14 (C): -0.928, atom 15 (O): -0.710, atom 16 (O): -0.638, atom 17 (C): -0.601, atom 18 (C): -0.942, atom 19 (C): 0.972, atom 20 (Cl): -0.246, atom 21 (C): -0.348, atom 22 (C): 0.769, atom 23 (O): -0.437, atom 24 (C): -0.794, atom 25 (C): 0.596, atom 26 (O): -0.366, atom 27 (C): -0.911, atom 28 (H): 0.337, atom 29 (H): 0.268, atom 30 (H): 0.397, atom 31 (H): 0.465, atom 32 (H): 0.382, atom 33 (H): 0.391, atom 34 (H): 0.314, atom 35 (H): 0.765, atom 36 (H): 0.431, atom 37 (H): 0.435, atom 38 (H): 0.163, atom 39 (H): 0.447, atom 40 (H): 0.448, atom 41 (H): 0.533, atom 42 (H): 0.259, atom 43 (H): 0.221, atom 44 (H): 0.357, atom 45 (H): 0.284, atom 46 (H): 0.260, atom 47 (H): 0.309


Q | DFT (the ωB97M-V functional and the def2-TZVPD basis) results for the molecule C18H20ClNO6S.

## Properties
* SMILES string: COc1cc(CC(=O)Nc2cc(S(C)(=O)=O)ccc2Cl)cc(OC)c1OC
* HOMO-LUMO gap: 8.67 eV
* charge: 0
* LUMO level: 0.0157 Eh

Positions of all 47 atoms, in Å:
C -3.23286 -3.05304 2.15580
O -3.63021 -1.75490 1.79021
C -3.08142 -1.19767 0.67906
C -2.11116 -1.79903 -0.10717
C -1.60739 -1.14104 -1.21957
C -0.48840 -1.75517 -2.01128
C 0.88088 -1.44063 -1.41233
O 1.78804 -2.23677 -1.37907
N 0.95452 -0.15956 -0.94174
C 2.01575 0.46460 -0.31100
C 3.32018 -0.02281 -0.35927
C 4.32711 0.64907 0.30096
S 5.99666 -0.01804 0.21986
C 5.85320 -1.61000 1.07956
O 6.86438 0.83915 0.98123
O 6.32950 -0.26380 -1.15503
C 4.09081 1.81127 1.00653
C 2.80315 2.32257 1.04849
C 1.78268 1.65235 0.39905
Cl 0.17185 2.29461 0.46451
C -2.08904 0.11875 -1.54464
C -3.06965 0.74023 -0.77437
O -3.58702 1.97085 -1.08376
C -3.02667 2.69437 -2.15120
C -3.56327 0.09043 0.36494
O -4.51991 0.55339 1.21796
C -4.73543 1.93919 1.36148
H -3.45691 -3.78044 1.36878
H -2.16571 -3.09731 2.39857
H -3.81288 -3.29587 3.04460
H -1.72874 -2.77568 0.13918
H -0.48523 -1.37155 -3.03455
H -0.58272 -2.84031 -2.05682
H 0.07955 0.35914 -0.92011
H 3.53646 -0.91525 -0.92206
H 5.13650 -2.22216 0.54847
H 6.83060 -2.07646 1.07440
H 5.53197 -1.40971 2.09321
H 4.91340 2.30136 1.50094
H 2.58997 3.23467 1.58346
H -1.71682 0.60777 -2.43134
H -3.17725 2.18675 -3.10931
H -3.55757 3.64511 -2.16522
H -1.95883 2.88132 -1.99719
H -3.79593 2.48080 1.49823
H -5.27149 2.35927 0.50788
H -5.34462 2.04015 2.25966

Partial atomic charges computed with the Mulliken method, in multiples of e: atom 1 (C): -0.919, atom 2 (O): -0.427, atom 3 (C): 0.616, atom 4 (C): -0.545, atom 5 (C): -0.690, atom 6 (C): -1.369, atom 7 (C): 0.764, atom 8 (O): -0.649, atom 9 (N): 0.110, atom 10 (C): -0.351, atom 11 (C): -0.227, atom 12 (C): -0.318, atom 13 (S): 1.300, atom 14 (C): -1.006, atom 15 (O): -0.677, atom 16 (O): -0.638, atom 17 (C): -0.450, atom 18 (C): -0.647, atom 19 (C): 0.741, atom 20 (Cl): -0.197, atom 21 (C): -0.425, atom 22 (C): 1.091, atom 23 (O): -0.441, atom 24 (C): -0.855, atom 25 (C): 0.720, atom 26 (O): -0.492, atom 27 (C): -0.732, atom 28 (H): 0.361, atom 29 (H): 0.364, atom 30 (H): 0.237, atom 31 (H): 0.482, atom 32 (H): 0.328, atom 33 (H): 0.363, atom 34 (H): -0.152, atom 35 (H): 0.573, atom 36 (H): 0.378, atom 37 (H): 0.365, atom 38 (H): 0.344, atom 39 (H): 0.527, atom 40 (H): 0.427, atom 41 (H): 0.400, atom 42 (H): 0.334, atom 43 (H): 0.269, atom 44 (H): 0.310, atom 45 (H): 0.293, atom 46 (H): 0.232, atom 47 (H): 0.279


Most stable to least stable: Q, P